[1]
C47H94ClNO37 | ωB97M-V/def2-TZVPD

Results
- energy (hartree) = -5145.36922
- F_max (eV/Å) = 9.42
- gap between HOMO and LUMO (eV) = 2.724
- HOMO (eV) = -7.70

```
180
C47H94ClNO37 | OMol25 | ωB97M-V/def2-TZVPD
C 1.163 2.486 0.907
C 0.390 1.173 0.409
C 0.308 1.425 -1.098
C -0.048 0.120 -1.904
C 1.149 -0.854 -1.630
C 1.383 -1.251 -0.085
N 1.325 0.020 0.674
O 1.855 -0.123 1.949
C 2.788 -1.811 -0.004
C 0.276 -2.269 0.392
C -0.934 0.943 1.128
H 1.237 2.606 1.988
H 0.769 3.448 0.577
H 2.209 2.546 0.607
H 1.187 1.913 -1.518
H -0.509 2.107 -1.334
H -0.199 0.445 -2.933
H -0.941 -0.448 -1.642
H 2.071 -0.432 -2.031
H 1.021 -1.845 -2.065
H 3.548 -1.058 -0.216
H 2.921 -2.740 -0.558
H 3.045 -2.035 1.031
H 0.600 -3.284 0.163
H -0.681 -2.024 -0.067
H 0.122 -2.218 1.470
H -0.991 1.018 2.214
H -1.414 -0.004 0.881
H -1.570 1.764 0.795
Cl 7.124 2.738 0.041
O 6.747 2.347 1.338
O 6.060 2.530 -0.883
O 7.447 4.106 -0.104
O 8.242 1.985 -0.392
C -5.960 6.977 4.843
C -4.942 7.972 5.395
O -3.714 7.392 5.176
C -3.876 6.378 4.342
O -2.948 5.860 3.823
O -5.142 6.064 4.178
H -6.561 7.523 4.116
H -6.559 6.656 5.695
H -4.886 8.201 6.459
H -5.121 8.940 4.927
C -1.324 2.069 8.723
C -1.580 2.645 7.331
O -2.660 1.878 6.971
C -3.321 1.427 7.990
O -4.403 0.863 7.892
O -2.592 1.507 9.088
H -1.018 2.851 9.418
H -0.601 1.254 8.700
H -0.760 2.488 6.630
H -1.786 3.708 7.459
C -2.210 -5.140 5.440
C -1.300 -5.451 6.533
O -0.709 -4.228 6.866
C -1.018 -3.298 5.958
O -0.464 -2.160 5.895
O -1.952 -3.765 5.116
H -3.273 -5.179 5.680
H -2.075 -5.804 4.586
H -0.504 -6.165 6.324
H -1.800 -5.792 7.440
C 5.906 3.166 6.775
C 4.434 2.781 6.817
O 4.091 3.025 8.156
C 5.101 3.767 8.740
O 5.052 4.443 9.771
O 6.210 3.664 8.047
H 6.011 4.010 6.094
H 6.427 2.264 6.457
H 4.267 1.738 6.548
H 3.889 3.502 6.208
C -0.903 7.649 -7.684
C -2.345 8.002 -7.353
O -2.600 7.049 -6.291
C -1.800 5.935 -6.471
O -1.929 4.879 -5.889
O -0.875 6.259 -7.377
H -0.167 8.220 -7.119
H -0.659 7.818 -8.733
H -3.014 7.767 -8.181
H -2.458 8.999 -6.926
C -1.630 -10.131 -0.287
C -0.794 -9.007 0.138
O -1.767 -8.139 0.710
C -2.953 -8.607 0.626
O -3.928 -8.183 1.199
O -2.891 -9.584 -0.243
H -1.587 -10.967 0.411
H -1.258 -10.491 -1.246
H -0.213 -8.513 -0.641
H -0.083 -9.335 0.896
C 5.983 -7.982 4.653
C 5.967 -6.815 5.590
O 4.655 -6.304 5.559
C 4.146 -6.680 4.374
O 3.170 -6.111 3.886
O 4.898 -7.690 3.838
H 5.873 -8.951 5.138
H 6.917 -7.898 4.098
H 6.752 -6.106 5.328
H 6.204 -7.228 6.571
C 10.206 -2.640 1.535
C 8.861 -2.767 1.978
O 8.866 -4.174 2.328
C 9.764 -4.806 1.563
O 9.870 -6.085 1.445
O 10.453 -3.881 0.875
H 10.942 -2.380 2.297
H 10.239 -1.853 0.782
H 8.158 -2.494 1.191
H 8.679 -1.980 2.709
O -5.623 -0.514 -2.141
H -5.391 -0.967 -2.951
H -5.460 0.410 -2.327
C -6.577 -4.864 -3.520
C -5.076 -4.869 -3.178
O -4.439 -3.925 -3.959
H -6.794 -4.539 -4.538
H -7.150 -4.284 -2.796
H -6.992 -5.850 -3.311
H -4.779 -5.900 -3.368
H -4.889 -4.794 -2.107
H -3.858 -4.356 -4.590
C -5.894 -1.806 3.459
C -5.850 -2.558 2.124
O -7.026 -2.094 1.406
H -6.887 -1.414 3.679
H -5.167 -1.022 3.245
H -5.611 -2.538 4.215
H -6.089 -3.585 2.402
H -4.907 -2.493 1.581
H -6.642 -1.804 0.576
C 1.367 -3.672 -8.205
C 0.532 -4.015 -6.956
O -0.754 -4.512 -7.228
H 2.252 -3.160 -7.825
H 0.786 -3.081 -8.913
H 1.652 -4.581 -8.734
H 0.375 -3.071 -6.434
H 1.104 -4.689 -6.318
H -1.122 -3.888 -7.857
C -6.324 3.719 -0.559
C -5.294 4.156 -1.566
O -5.208 3.281 -2.707
H -7.299 3.789 -1.042
H -6.381 4.478 0.221
H -6.116 2.732 -0.146
H -4.349 4.257 -1.032
H -5.535 5.141 -1.966
H -4.399 3.480 -3.183
C 2.919 2.028 -7.611
C 3.116 2.947 -6.369
O 4.094 3.952 -6.611
H 2.723 2.564 -8.540
H 2.023 1.460 -7.361
H 3.805 1.413 -7.766
H 3.515 2.289 -5.597
H 2.191 3.420 -6.039
H 3.785 4.746 -6.168
C -5.153 0.336 -8.311
C -3.655 0.014 -8.016
O -3.154 -1.056 -8.820
H -5.384 0.542 -9.357
H -5.614 1.084 -7.665
H -5.782 -0.504 -8.017
H -3.567 -0.066 -6.932
H -3.081 0.920 -8.210
H -2.647 -0.640 -9.521
C 4.146 8.537 -1.874
C 3.916 7.273 -2.736
O 3.478 7.829 -3.957
H 3.393 9.282 -2.132
H 5.129 8.977 -2.048
H 4.173 8.275 -0.817
H 3.166 6.612 -2.302
H 4.823 6.677 -2.837
H 2.676 8.339 -3.820
```

[2]
C47H95BFO11 | ωB97M-V/def2-TZVPD

Results
- net charge = -1
- energy (hartree) = -2799.87846
- F_max (eV/Å) = 8.78
- gap between HOMO and LUMO (eV) = 6.204
- HOMO (eV) = -4.62

```
155
C47H95BFO11 | OMol25 | ωB97M-V/def2-TZVPD
C 0.384 4.783 -0.475
C 0.624 3.470 -1.427
C 1.299 2.178 -0.676
C 2.586 2.523 0.281
C 2.041 2.344 1.852
B 3.731 1.362 0.073
C 4.690 1.551 -1.249
C 4.819 3.087 -1.806
O 5.988 3.758 -1.635
F 3.754 3.817 -2.551
H -0.784 4.974 -0.399
H 0.837 5.713 -1.066
H 0.910 4.743 0.571
H 1.197 3.749 -2.435
H -0.456 3.114 -1.789
H 1.627 1.425 -1.521
H 0.510 1.598 -0.002
H 2.973 3.626 0.216
H 2.793 2.911 2.579
H 0.955 2.762 1.989
H 2.144 1.193 2.108
H 3.137 0.335 -0.091
H 4.307 1.255 1.094
H 5.788 1.225 -0.912
H 4.423 0.851 -2.159
C -2.929 -1.198 -1.397
C -2.273 -2.181 -0.463
C -0.890 -1.590 -0.300
O -1.026 -0.169 -0.435
C -2.339 0.118 -0.938
H -4.021 -1.213 -1.356
H -2.622 -1.405 -2.429
H -2.796 -2.181 0.501
H -2.258 -3.206 -0.843
H -0.214 -1.937 -1.089
H -0.445 -1.826 0.671
H -2.924 0.549 -0.118
H -2.273 0.853 -1.744
C -7.701 -3.727 -2.067
C -7.046 -4.710 -1.132
C -5.662 -4.119 -0.970
O -5.799 -2.697 -1.105
C -7.111 -2.411 -1.607
H -8.793 -3.742 -2.026
H -7.394 -3.934 -3.099
H -7.568 -4.710 -0.168
H -7.030 -5.735 -1.512
H -4.987 -4.466 -1.758
H -5.217 -4.355 0.001
H -7.696 -1.979 -0.788
H -7.045 -1.676 -2.414
C -0.129 -2.794 5.067
C -1.065 -1.616 4.983
C -0.930 -1.207 3.532
O -0.640 -2.399 2.789
C -0.320 -3.447 3.715
H -0.345 -3.468 5.900
H 0.904 -2.441 5.169
H -2.092 -1.943 5.185
H -0.820 -0.809 5.678
H -0.095 -0.513 3.390
H -1.840 -0.742 3.141
H -1.160 -4.149 3.729
H 0.574 -3.978 3.376
C 8.829 6.616 0.049
C 7.867 5.525 0.440
C 8.748 4.295 0.397
O 10.075 4.722 0.732
C 10.113 6.156 0.705
H 8.519 7.613 0.373
H 8.951 6.631 -1.040
H 7.510 5.693 1.463
H 6.997 5.449 -0.217
H 8.779 3.863 -0.609
H 8.422 3.521 1.099
H 10.178 6.507 1.740
H 11.004 6.491 0.166
C -4.080 -7.465 3.999
C -3.424 -8.448 4.934
C -2.041 -7.857 5.096
O -2.177 -6.436 4.961
C -3.490 -6.149 4.459
H -5.172 -7.480 4.040
H -3.772 -7.672 2.967
H -3.946 -8.448 5.898
H -3.408 -9.473 4.554
H -1.365 -8.204 4.308
H -1.596 -8.093 6.067
H -4.074 -5.718 5.278
H -3.424 -5.414 3.652
C -11.275 -7.066 -0.114
C -11.862 -5.778 0.402
C -10.758 -5.265 1.301
O -9.520 -5.731 0.747
C -9.811 -6.712 -0.258
H -11.724 -7.410 -1.050
H -11.396 -7.856 0.636
H -12.020 -5.082 -0.430
H -12.813 -5.906 0.925
H -10.847 -5.674 2.313
H -10.744 -4.173 1.366
H -9.607 -6.259 -1.235
H -9.155 -7.577 -0.131
C 8.279 8.290 -3.768
C 9.680 8.770 -3.490
C 10.172 9.130 -4.875
O 9.025 9.550 -5.628
C 7.845 9.210 -4.888
H 7.618 8.335 -2.899
H 8.306 7.253 -4.125
H 9.646 9.667 -2.861
H 10.309 8.027 -2.994
H 10.604 8.261 -5.382
H 10.916 9.931 -4.861
H 7.418 10.139 -4.495
H 7.113 8.745 -5.554
C -4.405 -1.420 -6.427
C -3.038 -0.791 -6.494
C -3.222 0.457 -5.658
O -4.213 0.150 -4.666
C -4.835 -1.094 -5.014
H -4.406 -2.493 -6.637
H -5.075 -0.930 -7.144
H -2.302 -1.452 -6.022
H -2.702 -0.576 -7.512
H -3.600 1.288 -6.262
H -2.297 0.773 -5.168
H -4.482 -1.853 -4.307
H -5.920 -1.004 -4.915
C 5.617 -3.444 -1.026
C 4.616 -3.577 -2.144
C 4.048 -2.177 -2.228
O 5.092 -1.279 -1.826
C 6.155 -2.048 -1.246
H 6.398 -4.209 -1.042
H 5.103 -3.498 -0.059
H 5.134 -3.827 -3.078
H 3.852 -4.337 -1.963
H 3.210 -2.046 -1.536
H 3.711 -1.921 -3.237
H 6.990 -2.052 -1.956
H 6.488 -1.574 -0.318
C -0.432 4.066 5.993
C -0.592 5.425 5.361
C 0.497 5.415 4.310
O 0.660 4.052 3.893
C -0.053 3.207 4.806
H -1.330 3.712 6.506
H 0.391 4.088 6.717
H -1.574 5.497 4.881
H -0.495 6.253 6.068
H 1.452 5.754 4.724
H 0.250 6.038 3.445
H -0.943 2.832 4.289
H 0.573 2.356 5.087
```

The highest F_max belongs to which entry? C47H94ClNO37

What is the formula in the second record? C47H95BFO11

Among the records above, which one has the lowest energy? C47H94ClNO37

The lowest energy belongs to which entry? C47H94ClNO37